Computed, not measured: 2 unconnected molecules or ions with the total composition C3H12N4 at a distorted geometry, with ωB97M-V/def2-TZVPD.

Output
Energy relative to the best compared isomer or geometry (same formula, charge and spin) ... 5.364 eV
Total charge ... +2
Frontier orbital gap (spin up / spin down) ... 7.3 / 7.3 eV
E_tot ... -339.7351 a.u.
Max |F| ... 2.99 eV Å⁻¹

The geometry in XYZ format:
```
19
Properties=species:S:1:pos:R:3:forces:R:3:lowdin_charge:R:1
C -1.8695 -0.6345 -0.1554 1.496 -0.297 -2.078 0.014
C 0.7817 0.5377 -0.9314 -0.830 -0.564 -1.384 -0.170
C 1.3429 -0.8252 -0.4472 -0.445 -0.402 -1.761 -0.127
N -2.7472 -1.0485 0.6556 -1.407 -2.564 -0.600 0.086
N -0.0105 1.0287 0.1469 -0.864 -1.352 0.443 -0.038
N 2.1383 -0.4827 0.7306 -0.942 0.994 2.333 0.185
N -0.6540 2.0773 0.0629 0.203 0.538 1.593 0.184
H -1.8407 -1.1859 -1.1911 -0.435 0.713 1.792 0.106
H 1.5560 1.2937 -1.1356 0.085 -0.291 -0.143 0.160
H 0.1296 0.4260 -1.8469 0.975 0.028 0.729 0.163
H 1.9081 -1.2512 -1.3018 -0.113 -0.145 0.965 0.162
H 0.5444 -1.4796 -0.0719 0.199 0.149 -0.627 0.122
H -3.3704 -1.8852 0.5185 0.535 0.985 -0.400 0.169
H 2.4278 -1.1233 1.5245 -0.411 0.203 -1.554 0.227
H 1.4491 0.2074 1.1398 0.770 -0.689 0.687 0.155
H 2.8901 0.1098 0.4697 1.613 0.384 -0.198 0.156
H -0.6672 2.7477 -0.6754 -0.223 0.349 -1.170 0.173
H -1.1584 2.2282 0.9226 -0.355 0.997 0.087 0.170
H -2.8502 -0.7402 1.5856 0.150 0.963 1.287 0.104
```
Forces are in eV/Å.